# 1
{
  "formula": "C11H17BF5N3O5PS",
  "method": "wB97M-V/def2-TZVPD",
  "species": ["N", "B", "O", "P", "C", "C", "C", "C", "S", "C", "N", "N", "C", "O", "C", "F", "F", "C", "F", "F", "F", "H", "H", "H", "H", "H", "H", "H", "H", "H", "H", "H", "H", "H", "C", "C", "O", "C", "O", "O", "H", "H", "H", "H"],
  "coordinates": [[-2.989489, 0.664997, -1.012169], [-2.316081, 0.434945, 0.191268], [-2.400684, 1.277774, 1.241569], [-1.377460, -1.316931, 0.283828], [0.355822, -1.207699, -0.195168], [1.279539, -0.748899, 0.936174], [2.613582, -0.177413, 0.450162], [3.195632, 0.642324, 1.622289], [2.502383, 2.316430, 1.580368], [1.177030, 2.077448, 2.680921], [-0.023387, 2.558345, 2.564411], [-0.736335, 2.093609, 3.671774], [0.089056, 1.372613, 4.346948], [1.315712, 1.307544, 3.792325], [-1.703781, -2.117540, 1.963773], [-2.812348, -1.518835, 2.450006], [-0.679016, -1.873128, 2.801850], [-1.948803, -3.662872, 1.885754], [-3.257526, -3.921210, 1.870888], [-1.366986, -4.273854, 2.917231], [-1.400514, -4.131877, 0.740437], [-3.161066, 1.644285, -1.204367], [-2.726511, 0.169162, -1.850087], [-1.620464, 1.475972, 1.779119], [-2.014898, -2.169879, -0.617650], [0.690983, -2.139146, -0.653978], [0.356577, -0.452925, -0.989167], [0.778524, 0.014931, 1.537230], [1.469461, -1.585269, 1.611308], [3.326962, -0.959331, 0.179805], [2.485065, 0.489154, -0.400551], [2.914836, 0.189473, 2.571129], [4.282113, 0.694237, 1.621374], [-0.097154, 0.838874, 5.265383], [0.661619, 1.387303, -5.497922], [-0.549559, 1.560060, -4.598319], [-0.217085, 0.704666, -3.484292], [1.130386, 0.566953, -3.449363], [1.724378, 0.061345, -2.544483], [1.693171, 1.070895, -4.547595], [0.933954, 2.281308, -6.049081], [0.558750, 0.548483, -6.185854], [-0.654366, 2.580080, -4.228808], [-1.482020, 1.233600, -5.048471]],
  "forces_ev_per_a": [[0.913, 0.095, -0.095], [-0.464, 0.518, 0.546], [0.248, -0.309, -0.659], [-0.021, 0.151, -0.171], [0.202, -0.053, 0.034], [0.060, -0.170, -0.126], [0.301, 0.258, 0.695], [-0.090, -0.494, -0.266], [0.037, 0.256, 0.409], [-0.339, 0.139, -0.176], [0.443, -0.349, -0.003], [0.320, -0.227, 0.343], [-0.551, 0.162, -0.005], [0.125, 0.290, -0.057], [-0.310, 0.126, 0.044], [0.257, -0.197, 0.001], [-0.109, 0.036, -0.143], [-0.030, -0.377, 0.180], [0.683, 0.056, -0.049], [-0.400, 0.214, -0.500], [-0.112, 0.056, 0.429], [-0.391, -0.049, 0.022], [-0.298, -0.143, -0.045], [-0.137, 0.081, 0.274], [-0.083, -0.047, 0.005], [-0.079, -0.024, 0.069], [-0.033, -0.104, -0.033], [-0.088, -0.005, -0.118], [0.019, 0.060, 0.018], [-0.205, -0.083, -0.113], [-0.006, -0.229, -0.070], [0.159, 0.022, 0.055], [-0.027, 0.252, -0.207], [0.057, 0.011, -0.063], [-0.095, -0.002, -0.037], [0.020, 0.046, -0.049], [-0.068, 0.032, -0.016], [0.066, 0.037, -0.061], [-0.109, 0.022, -0.111], [0.039, 0.012, -0.080], [0.078, 0.030, 0.074], [-0.008, -0.010, 0.007], [0.019, 0.008, 0.000], [0.006, -0.099, 0.045]],
  "charge": 1
}

---

# 2
{
  "formula": "C11H17BF6O7P",
  "method": "wB97M-V/def2-TZVPD",
  "species": ["C", "C", "C", "B", "O", "P", "O", "O", "H", "H", "H", "H", "H", "H", "H", "C", "C", "O", "C", "O", "C", "F", "F", "F", "H", "H", "H", "H", "H", "C", "C", "O", "C", "O", "C", "F", "F", "F", "H", "H", "H", "H", "H"],
  "coordinates": [[1.101420, 1.628955, -2.725623], [0.738833, 0.502126, -2.503454], [0.213583, -0.849444, -2.289408], [-1.269908, -0.792089, -1.536177], [-1.096407, -0.054085, -0.255203], [-2.480568, 0.143990, -2.761700], [-3.200103, -1.107717, -3.620106], [-3.694340, 0.832829, -1.784508], [1.214558, 2.637541, -3.039274], [0.091734, -1.340743, -3.260214], [0.925464, -1.391398, -1.663412], [-1.653174, -1.942141, -1.296797], [-1.823719, 0.559465, -0.120738], [-2.856709, -1.925938, -3.229943], [-3.595208, 1.769626, -1.969203], [-2.485288, -2.660589, 3.299445], [-2.920395, -4.101508, 3.134102], [-2.861916, -4.501258, 1.754929], [-1.664380, -4.846220, 1.301293], [-0.647151, -4.882394, 1.928749], [-1.769149, -5.232600, -0.183159], [-2.518400, -4.360163, -0.843473], [-2.330170, -6.454516, -0.308700], [-0.563868, -5.283949, -0.741349], [-3.076492, -2.008206, 2.657138], [-2.612030, -2.347133, 4.336244], [-1.440368, -2.530815, 3.022083], [-3.961851, -4.223592, 3.426539], [-2.320254, -4.777907, 3.742956], [4.686638, 2.803285, 1.294423], [4.353668, 4.261773, 1.526116], [3.853012, 4.877694, 0.326807], [2.566824, 4.651209, 0.064529], [1.810375, 4.010289, 0.725486], [2.162513, 5.385299, -1.225006], [3.079580, 5.229038, -2.189020], [2.045957, 6.705613, -0.988012], [1.004088, 4.932880, -1.675664], [5.384754, 2.700719, 0.463062], [5.137762, 2.373786, 2.188962], [3.793059, 2.231019, 1.047986], [5.248633, 4.823695, 1.787959], [3.633001, 4.384584, 2.334168]],
  "forces_ev_per_a": [[-0.159, 0.037, -0.170], [-0.106, -0.287, -0.207], [-0.242, 0.542, 0.111], [0.423, -0.029, 0.905], [-0.190, 0.103, -0.141], [0.311, 0.889, -0.999], [0.175, -0.034, 0.532], [0.163, -0.580, 0.302], [0.192, 0.019, 0.157], [0.293, -0.115, 0.014], [-0.088, -0.252, -0.068], [-0.138, -0.146, -0.383], [-0.034, -0.080, 0.011], [-0.309, -0.034, 0.114], [-0.239, 0.002, -0.107], [0.092, 0.035, -0.181], [-0.082, 0.262, 0.447], [0.007, -0.192, -0.129], [-0.073, 0.138, 0.330], [0.041, -0.118, -0.095], [0.081, 0.154, -0.306], [-0.046, -0.190, -0.073], [-0.017, 0.017, 0.109], [-0.040, -0.022, 0.060], [-0.031, -0.004, 0.033], [-0.021, -0.031, 0.011], [0.009, -0.024, 0.032], [-0.038, -0.046, -0.173], [0.105, -0.023, -0.132], [-0.130, -0.051, -0.200], [0.275, -0.231, 0.351], [-0.094, 0.146, -0.114], [0.223, -0.130, 0.281], [-0.122, 0.119, -0.059], [-0.033, -0.057, -0.330], [-0.007, 0.010, 0.073], [-0.011, -0.039, 0.067], [-0.040, 0.096, 0.056], [0.060, 0.024, 0.053], [0.005, 0.027, 0.015], [-0.022, 0.012, 0.066], [-0.022, 0.095, -0.151], [-0.123, -0.010, -0.110]],
  "charge": -1
}

---

# 3
{
  "formula": "C11H17BFNO6S",
  "method": "wB97M-V/def2-TZVPD",
  "species": ["C", "C", "C", "C", "N", "C", "B", "O", "O", "S", "O", "O", "F", "H", "H", "H", "H", "H", "H", "H", "H", "H", "H", "H", "H", "H", "C", "C", "C", "O", "C", "C", "C", "O", "H", "H", "H", "H"],
  "coordinates": [[3.549518, -1.709141, 1.717991], [3.180946, -0.252089, 2.065602], [3.517974, 0.746387, 0.946462], [1.723508, -0.160684, 2.581994], [0.768558, 0.354561, 1.589994], [0.441033, -0.545331, 0.464139], [-0.536898, -1.764678, 0.722238], [-0.895717, -2.140269, 1.983585], [-1.046005, -2.452144, -0.343866], [-0.511503, 1.120271, 2.219556], [-0.857334, 0.728417, 3.537669], [-1.499686, 1.235032, 1.196951], [0.127110, 2.545803, 2.387966], [2.707023, -2.250941, 1.287628], [3.854957, -2.237585, 2.622383], [4.396389, -1.742770, 1.033161], [3.800099, 0.023565, 2.921478], [2.664448, 0.994278, 0.319596], [3.932606, 1.671742, 1.346110], [4.283797, 0.324532, 0.293069], [1.692840, 0.505975, 3.442828], [1.396174, -1.139038, 2.945869], [1.396622, -0.934883, 0.102567], [0.040179, 0.046768, -0.354891], [-1.700497, -2.672744, 1.970664], [-0.705540, -2.146965, -1.193233], [-2.337488, 0.275348, -4.218862], [-3.363124, 1.062542, -4.528406], [-4.084639, 1.836545, -3.483666], [-5.020391, 2.549010, -3.771840], [-3.614720, 1.699848, -2.082590], [-2.586289, 0.915823, -1.769506], [-1.873053, 0.141953, -2.816813], [-0.937199, -0.585857, -2.540592], [-1.798037, -0.300384, -4.960184], [-3.724497, 1.179105, -5.542139], [-4.153989, 2.272954, -1.339209], [-2.227176, 0.805042, -0.753701]],
  "forces_ev_per_a": [[0.039, 0.237, 0.155], [-0.025, -0.104, -0.082], [0.184, -0.134, -0.084], [0.309, 0.166, 0.226], [-0.373, -0.412, 0.320], [0.377, -0.135, -0.013], [-0.162, -0.170, -0.216], [-0.206, 0.359, -0.044], [0.172, -0.122, 0.187], [0.017, -0.005, -0.235], [0.075, 0.061, 0.016], [0.072, 0.134, 0.249], [-0.102, 0.044, -0.005], [0.079, -0.056, -0.119], [-0.136, -0.094, -0.014], [-0.043, -0.061, -0.062], [0.019, -0.042, -0.001], [-0.039, 0.047, 0.032], [-0.183, 0.073, 0.020], [0.021, 0.022, 0.036], [-0.056, 0.078, -0.068], [-0.051, -0.003, -0.046], [0.014, 0.114, -0.042], [0.059, 0.040, -0.053], [0.196, -0.191, 0.086], [-0.230, 0.194, -0.049], [0.016, 0.012, -0.003], [0.012, -0.016, -0.007], [-0.002, 0.001, -0.007], [-0.007, 0.008, 0.002], [0.020, -0.001, 0.002], [0.062, -0.112, -0.057], [-0.117, 0.057, 0.006], [0.031, -0.026, -0.086], [0.016, -0.006, 0.019], [-0.018, 0.012, 0.007], [-0.006, 0.004, -0.005], [-0.037, 0.023, -0.067]]
}

---

Record order is preserved below.
E_LUMO: -2.996; 2.534; -1.690 eV
Record order is preserved below.
Max |F|: 0.92; 1.37; 0.64 eV/Å
Record order is preserved below.
HOMO energy: -11.94; -3.33; -9.92 eV